Record 1
12
Properties=species:S:1:pos:R:3:mulliken_charge:R:1 method="wB97M-V/def2-TZVPD" smiles="O=C[C@H]1CN=CO1"
O 0.46248 -2.60940 -0.65651 -0.444
C 0.66750 -1.47454 -1.01160 -0.187
C -0.04668 -0.26759 -0.41361 0.149
C -0.52416 -0.18580 1.00541 -0.309
N -0.88560 1.26766 0.91662 -0.493
C 0.04594 1.75430 0.18784 0.083
O 0.80375 0.88991 -0.52431 -0.368
H 1.41864 -1.25037 -1.80094 0.324
H -1.06549 0.21705 -0.71056 0.297
H -1.36588 -0.85960 1.17269 0.279
H 0.21583 -0.28222 1.80813 0.293
H 0.27366 2.80059 0.02684 0.377

Record 2
12
Properties=species:S:1:pos:R:3:mulliken_charge:R:1 method="wB97M-V/def2-TZVPD" smiles="O=C[C@H]1CN1C=O"
O 2.73064 -0.27022 -0.31260 -0.445
C 1.55274 -0.29806 -0.58691 -0.191
C 0.61621 0.30768 0.47492 0.064
C -0.54385 1.22264 0.16033 -0.455
N -0.75477 -0.05955 0.75723 -0.171
C -1.41162 -1.08772 0.09650 0.087
O -2.39927 -0.94070 -0.57947 -0.487
H 1.49649 -0.75617 -1.58571 0.441
H 1.21856 0.53119 1.36067 0.315
H -0.83120 1.32956 -0.88277 0.264
H -0.72640 2.08949 0.79489 0.217
H -0.94754 -2.06814 0.30293 0.361

Record 3
12
Properties=species:S:1:pos:R:3:mulliken_charge:R:1 method="wB97M-V/def2-TZVPD" smiles="O=C[C@H]1CN=CO1"
O 0.28707 -0.88278 2.15635 -0.467
C 0.74414 -0.03731 1.42626 -0.064
C 0.70378 -0.16069 -0.09888 0.218
C -0.52575 -0.91138 -0.59475 -0.549
N -1.56816 0.14669 -0.72371 -0.473
C -0.87357 1.20834 -0.73513 0.043
O 0.50761 1.12820 -0.63446 -0.409
H 1.22850 0.88251 1.82473 0.340
H 1.62998 -0.61749 -0.44821 0.364
H -0.35254 -1.35044 -1.58381 0.286
H -0.80535 -1.68359 0.11974 0.347
H -0.97572 2.27793 -0.70811 0.364

These records have DFT total energy values of -360.5773, -360.5804, -360.6089 hartree, in the order they appear.
These records have gap between HOMO and LUMO values of 10.66, 10.76, 10.66 eV, in the order they appear.
These records have HOMO level values of -0.3719, -0.3758, -0.3660 hartree, in the order they appear.